{"formula": "C26H16F15N2O2Sn", "method": "wB97M-V/def2-TZVPD", "species": ["Sn", "C", "C", "C", "C", "C", "N", "C", "C", "C", "C", "C", "C", "C", "C", "O", "C", "F", "F", "F", "C", "F", "F", "F", "C", "C", "C", "O", "C", "F", "F", "F", "C", "F", "F", "F", "H", "H", "H", "H", "H", "H", "H", "H", "H", "H", "H", "H", "F", "C", "F", "F", "C", "C", "C", "N", "C", "C", "H", "H", "H", "H"], "positions_angstrom": [[0.53944, -0.27202, -2.71795], [3.40382, -5.25241, 1.11318], [2.55011, -4.09418, 0.83718], [1.29043, -3.98301, 1.49755], [0.50390, -2.84890, 1.33515], [0.97685, -1.78921, 0.54831], [0.14286, -0.57383, 0.50848], [-0.81930, -0.31966, 1.52450], [-0.56605, -0.02132, 2.84338], [-1.65849, 0.33343, 3.65270], [-2.93686, 0.45671, 3.13047], [-4.04205, 0.95862, 4.05804], [-3.15552, 0.22312, 1.80602], [-2.09396, -0.27362, 1.02875], [-2.07925, -0.57547, -0.43504], [-0.68377, -0.66816, -0.71414], [-2.70044, -1.96038, -0.76946], [-3.88141, -2.18119, -0.15979], [-1.99103, -3.00509, -0.42996], [-2.84244, -2.08932, -2.11676], [-2.91434, 0.52465, -1.21353], [-4.17623, 0.22924, -0.98722], [-2.65477, 1.70959, -0.79709], [-2.73697, 0.44864, -2.49277], [2.25507, -1.82544, -0.02926], [2.99824, -2.94675, 0.21433], [2.85927, -0.70149, -0.81768], [1.99136, 0.09145, -1.52080], [3.90835, -1.23730, -1.94804], [5.01606, -1.65080, -1.39976], [3.41354, -2.24982, -2.63881], [4.16551, -0.26563, -2.83351], [3.62551, 0.27211, 0.15980], [2.76488, 0.78440, 0.99422], [4.65223, -0.33574, 0.86062], [4.15648, 1.25970, -0.55500], [4.30047, -4.90384, 1.67609], [3.84570, -5.71893, 0.25338], [2.93860, -6.08928, 1.60856], [0.89811, -4.78643, 2.07438], [-0.44339, -2.86622, 1.85390], [0.44362, -0.03721, 3.22734], [-1.46386, 0.65118, 4.69806], [-4.48320, 1.79786, 3.55975], [-3.71324, 1.23060, 5.05558], [-4.76575, 0.15773, 4.22035], [-4.15464, 0.28197, 1.33556], [4.03436, -2.96524, -0.23177], [-0.42739, 6.85843, -2.72277], [-1.05061, 6.00485, -2.01956], [-2.32326, 6.05653, -2.47560], [-1.03126, 6.36988, -0.73415], [-0.59265, 4.54431, -2.15159], [-0.84432, 3.82588, -3.31616], [-0.52388, 2.49265, -3.40102], [0.06564, 1.86646, -2.39559], [0.44349, 2.53469, -1.26711], [0.11901, 3.86610, -1.15106], [-1.26202, 4.37168, -4.19389], [-0.73665, 1.86626, -4.24139], [1.06976, 1.96452, -0.60121], [0.37633, 4.45468, -0.19621]], "homo_energy_ev": -11.65, "e_tot_ha": -2972.46981, "total_charge": 1}